The following is a quantum chemistry calculation of C6H13N3O as an isolated structure in a non-equilibrium geometry, from the Open Molecules 2025 dataset.

```
23
Properties=species:S:1:pos:R:3
C -1.426 -0.011 -0.345
C 0.745 1.798 0.129
C -1.599 -1.410 -0.111
C -1.735 0.547 -1.706
N 0.509 0.396 -0.224
H 0.864 0.189 -1.155
H -1.652 0.653 0.484
H 0.304 2.453 -0.624
H 0.282 2.004 1.094
H 1.813 2.009 0.198
H -2.822 0.579 -1.825
H -2.095 -1.960 -0.907
H -1.935 -1.673 0.888
H -0.388 -1.836 -0.087
H -1.355 1.558 -1.850
H -1.338 -0.100 -2.490
C 1.249 -0.698 0.666
N 2.658 -0.383 0.754
C 0.632 -0.494 2.029
O 0.978 -1.868 0.112
N 0.134 -0.352 3.057
H 3.011 -0.332 1.701
H 3.168 -1.069 0.211
```

Computed properties:
Energy relative to the best compared isomer or geometry (same formula, charge and spin) ... 364.8 kJ/mol
Gap between HOMO and LUMO ... 0.3389 Eh
LUMO level ... 0.752 eV
F_max ... 1.1 eV Å⁻¹
Total charge ... 0
Total energy ... -475.8278 a.u.

=====

The following is a quantum chemistry calculation of C2HNOS in the gas phase in a non-equilibrium geometry, from the Open Molecules 2025 dataset.

```
6
Properties=species:S:1:pos:R:3
N 2.684 0.958 -0.033
C 1.580 1.335 -0.031
O 0.331 1.741 0.143
C -0.583 0.754 -0.074
S -2.125 0.987 -0.011
H 0.030 -0.201 -0.156
```

Computed properties:
Energy relative to the best compared isomer or geometry (same formula, charge and spin) ... 176.6 kJ/mol
Gap between HOMO and LUMO ... 0.3498 Eh
LUMO level ... -0.705 eV
F_max ... 2.7 eV Å⁻¹
Total charge ... 0
Total energy ... -604.9197 a.u.

=====

> What is the energy relative to the best compared isomer or geometry (same formula, charge and spin) in the first record?

364.8 kJ/mol